# 1
C36H29BrN2O2P2Ru | ωB97M-V/def2-TZVPD

<S²>: 0.75
Energy above the lowest of the compared OMol25 structures with the same formula, charge and spin: 0.000 eV
2S+1: 2
Lowest unoccupied orbital energy (alpha / beta): -4.18 / -4.71 eV
Net charge: +1

Last column: Löwdin spin population.
Element x y z (Å)
Ru (-0.21, -0.22, 0.04)  0.892
C (1.98, 0.37, 2.49)  0.001
P (0.19, -0.04, 2.38)  -0.005
C (-0.64, 1.42, 3.10)  -0.001
C (-0.11, 2.69, 2.92)  0.000
C (-0.73, 3.80, 3.47)  0.000
C (-1.90, 3.64, 4.21)  -0.001
C (-2.46, 2.37, 4.35)  0.000
C (-1.83, 1.27, 3.80)  -0.001
C (-0.12, -1.31, 3.63)  -0.001
C (-0.75, -2.50, 3.25)  0.000
C (-1.03, -3.48, 4.19)  0.000
C (-0.68, -3.28, 5.52)  0.000
C (-0.04, -2.10, 5.90)  0.000
C (0.24, -1.13, 4.97)  0.000
C (2.39, 0.84, 1.15)  0.007
C (3.28, 1.88, 0.75)  -0.002
C (3.30, 1.87, -0.62)  -0.002
C (2.41, 0.82, -1.03)  0.005
C (2.01, 0.34, -2.36)  0.000
P (0.17, 0.14, -2.28)  -0.003
C (-0.26, -1.14, -3.51)  -0.001
C (0.51, -2.29, -3.64)  -0.001
C (0.14, -3.29, -4.53)  0.000
C (-1.01, -3.15, -5.29)  -0.001
C (-1.80, -2.01, -5.15)  0.000
C (-1.43, -1.01, -4.26)  -0.001
C (-0.42, 1.67, -3.05)  0.001
C (-1.08, 2.64, -2.30)  0.000
C (-1.47, 3.84, -2.89)  0.000
C (-1.19, 4.08, -4.22)  0.000
C (-0.53, 3.12, -4.98)  0.000
C (-0.14, 1.93, -4.40)  0.000
N (1.85, 0.23, 0.06)  0.035
H (2.49, -0.58, 2.71)  0.000
H (2.22, 1.09, 3.28)  0.000
H (0.79, 2.84, 2.32)  0.000
H (-0.31, 4.78, 3.33)  0.000
H (-2.38, 4.49, 4.66)  0.000
H (-3.38, 2.25, 4.90)  0.000
H (-2.28, 0.29, 3.92)  0.000
H (-1.02, -2.64, 2.21)  0.000
H (-1.51, -4.40, 3.89)  0.000
H (-0.91, -4.04, 6.26)  0.000
H (0.24, -1.95, 6.94)  0.000
H (0.72, -0.21, 5.28)  0.000
H (3.85, 2.51, 1.41)  0.000
H (3.87, 2.49, -1.29)  0.000
H (2.45, -0.65, -2.53)  0.000
H (2.31, 1.00, -3.17)  0.000
H (1.40, -2.43, -3.04)  0.000
H (0.75, -4.18, -4.62)  0.000
H (-1.29, -3.92, -6.00)  0.000
H (-2.71, -1.90, -5.73)  0.000
H (-2.06, -0.14, -4.15)  0.000
H (-1.31, 2.45, -1.26)  0.000
H (-1.99, 4.58, -2.30)  0.000
H (-1.49, 5.01, -4.68)  0.000
H (-0.31, 3.31, -6.02)  0.000
H (0.36, 1.18, -5.00)  0.000
Br (-0.19, -3.48, -0.44)  0.028
C (-1.88, -2.67, -0.28)  0.002
C (-3.04, -3.42, -0.32)  0.000
C (-4.25, -2.75, -0.20)  -0.001
C (-4.26, -1.37, -0.06)  0.000
C (-3.05, -0.71, -0.03)  0.003
N (-1.88, -1.35, -0.13)  0.009
C (-2.90, 0.79, 0.09)  0.005
O (-3.85, 1.53, -0.02)  -0.001
O (-1.67, 1.14, 0.30)  0.032
H (-2.99, -4.49, -0.43)  0.000
H (-5.18, -3.31, -0.24)  0.000
H (-5.17, -0.79, 0.03)  0.000



# 2
C36H29GeN3O2SeTa | ωB97M-V/def2-TZVPD

Lowest unoccupied orbital energy: 2.26 eV
Net charge: -1

Last column: Löwdin charge in e.
Element x y z (Å)
Ta (-1.25, -0.46, -0.04)  1.549
O (-0.22, -1.85, 0.71)  -0.318
C (0.27, -2.99, 1.12)  -0.287
C (1.46, -3.03, 1.86)  0.016
C (2.02, -4.23, 2.23)  -0.076
C (1.40, -5.44, 1.91)  -0.106
C (0.20, -5.41, 1.22)  -0.058
C (-0.37, -4.21, 0.81)  -0.137
C (-1.65, -4.25, 0.12)  -0.099
N (-2.25, -3.26, -0.40)  0.016
C (-3.56, -3.49, -0.94)  -0.229
C (-4.57, -2.62, -0.18)  -0.225
N (-4.25, -1.25, -0.42)  0.019
C (-5.12, -0.47, -0.91)  -0.095
C (-4.83, 0.92, -1.26)  -0.135
C (-5.84, 1.71, -1.81)  -0.056
C (-5.58, 3.01, -2.22)  -0.106
C (-4.30, 3.53, -2.08)  -0.083
C (-3.29, 2.76, -1.52)  0.010
C (-3.54, 1.45, -1.11)  -0.293
O (-2.56, 0.73, -0.61)  -0.321
H (1.93, -2.09, 2.10)  0.095
H (2.95, -4.24, 2.78)  0.103
H (1.84, -6.38, 2.21)  0.093
H (-0.30, -6.34, 0.98)  0.105
H (-2.11, -5.25, 0.08)  0.122
H (-3.87, -4.54, -0.87)  0.107
H (-3.58, -3.18, -1.99)  0.118
H (-4.48, -2.82, 0.89)  0.122
H (-5.60, -2.89, -0.50)  0.110
H (-6.14, -0.81, -1.11)  0.124
H (-6.84, 1.30, -1.91)  0.105
H (-6.37, 3.61, -2.65)  0.093
H (-4.09, 4.54, -2.40)  0.101
H (-2.29, 3.15, -1.40)  0.112
Se (-4.37, -0.21, 4.03)  0.418
C (-2.91, -0.18, 3.06)  -1.032
N (-1.93, -0.16, 2.42)  -0.044
C (0.20, 0.28, -1.27)  -0.419
Ge (1.81, 0.85, -0.42)  0.779
C (1.50, 2.82, -0.32)  -0.276
C (1.70, 3.58, 0.83)  -0.104
C (1.31, 4.91, 0.89)  -0.105
C (0.72, 5.52, -0.21)  -0.116
C (0.52, 4.78, -1.36)  -0.111
C (0.89, 3.45, -1.41)  -0.144
C (2.46, 0.45, 1.43)  -0.297
C (1.55, 0.45, 2.49)  -0.148
C (1.99, 0.26, 3.79)  -0.090
C (3.34, 0.06, 4.05)  -0.107
C (4.25, 0.06, 3.00)  -0.102
C (3.81, 0.25, 1.70)  -0.111
C (3.37, 0.59, -1.64)  -0.280
C (3.87, -0.69, -1.85)  -0.124
C (4.86, -0.94, -2.78)  -0.107
C (5.37, 0.11, -3.55)  -0.118
C (4.88, 1.39, -3.36)  -0.105
C (3.89, 1.63, -2.41)  -0.106
H (2.16, 3.12, 1.70)  0.089
H (1.47, 5.48, 1.80)  0.093
H (0.41, 6.55, -0.16)  0.090
H (0.06, 5.25, -2.23)  0.093
H (0.71, 2.85, -2.30)  0.087
H (0.50, 0.61, 2.30)  0.060
H (1.27, 0.26, 4.61)  0.104
H (3.68, -0.08, 5.07)  0.093
H (5.30, -0.09, 3.20)  0.093
H (4.52, 0.26, 0.88)  0.092
H (3.46, -1.52, -1.27)  0.099
H (5.24, -1.94, -2.93)  0.093
H (6.12, -0.08, -4.30)  0.090
H (5.27, 2.21, -3.95)  0.093
H (3.51, 2.63, -2.26)  0.088



# 3
C36H29MnN7O3S5Sb | ωB97M-V/def2-TZVPD

<S²>: 8.91
2S+1: 6
Lowest unoccupied orbital energy (alpha / beta): 1.35 / 1.81 eV
Net charge: -1

Last column: Löwdin spin population.
Element x y z (Å)
Mn (0.34, 0.31, -0.22)  4.198
O (3.58, -1.13, 2.59)  0.006
S (3.03, -0.96, 1.27)  0.010
O (3.98, -0.67, 0.22)  0.001
N (1.78, 0.10, 1.22)  0.047
C (1.55, 0.94, 2.27)  0.002
C (2.45, 1.33, 3.25)  0.010
C (2.05, 2.14, 4.30)  -0.002
C (0.76, 2.62, 4.41)  0.009
C (-0.18, 2.31, 3.41)  0.000
C (-1.51, 2.79, 3.39)  0.016
C (-2.33, 2.43, 2.35)  -0.001
C (-1.84, 1.65, 1.31)  0.023
N (-0.59, 1.21, 1.28)  0.008
C (0.23, 1.49, 2.33)  0.008
C (2.23, -2.51, 0.85)  0.002
C (1.47, -3.17, 1.79)  0.001
C (0.96, -4.42, 1.49)  0.000
C (1.21, -5.00, 0.26)  0.001
C (1.98, -4.33, -0.68)  0.000
C (2.49, -3.08, -0.38)  0.001
H (3.47, 0.96, 3.21)  0.001
H (2.78, 2.41, 5.05)  0.000
H (0.46, 3.23, 5.25)  0.001
H (-1.84, 3.44, 4.18)  0.001
H (-3.36, 2.78, 2.31)  0.000
H (-2.47, 1.40, 0.46)  0.002
H (1.30, -2.71, 2.76)  0.000
H (0.39, -4.97, 2.23)  0.000
H (0.81, -5.97, 0.02)  0.000
H (2.21, -4.79, -1.63)  0.000
H (3.13, -2.54, -1.07)  0.000
S (0.45, 1.18, -5.11)  0.203
Sb (-1.32, 0.93, -3.67)  0.349
S (-0.45, 1.85, -1.55)  -0.092
S (-1.29, -1.45, -0.58)  0.075
C (0.82, -2.01, -3.24)  0.011
C (1.74, -0.91, -2.84)  0.013
N (1.66, -0.17, -1.74)  0.015
C (2.71, 0.72, -1.81)  0.009
C (3.42, 0.50, -2.94)  0.002
N (2.80, -0.54, -3.58)  0.006
C (3.17, -1.08, -4.86)  0.005
N (3.38, -2.49, -4.80)  0.000
N (2.78, -3.34, -5.65)  0.000
N (3.06, -4.54, -5.36)  0.000
C (3.88, -4.56, -4.27)  0.000
C (4.45, -5.61, -3.55)  0.000
C (5.23, -5.28, -2.47)  0.000
C (5.44, -3.95, -2.09)  0.000
C (4.89, -2.89, -2.78)  0.000
C (4.10, -3.21, -3.88)  0.000
H (-0.03, -2.06, -2.57)  0.006
H (1.33, -2.97, -3.21)  0.000
H (0.46, -1.84, -4.26)  0.002
H (2.89, 1.44, -1.03)  0.002
H (4.26, 1.00, -3.36)  0.000
H (4.09, -0.57, -5.18)  0.000
H (2.37, -0.88, -5.59)  0.004
H (4.27, -6.64, -3.83)  0.000
H (5.69, -6.06, -1.88)  0.000
H (6.05, -3.74, -1.23)  0.000
H (5.05, -1.86, -2.47)  0.000
C (-2.34, -3.88, 9.80)  0.000
C (-2.20, -3.90, 8.31)  0.000
O (-1.17, -3.90, 7.69)  0.000
S (-3.79, -3.92, 7.49)  0.001
C (-3.29, -3.55, 5.82)  0.004
C (-3.69, -2.34, 5.28)  0.000
C (-3.27, -1.98, 4.02)  0.004
C (-2.42, -2.82, 3.29)  0.002
C (-2.06, -4.06, 3.84)  0.004
C (-2.48, -4.42, 5.10)  0.000
C (-1.98, -2.42, 2.02)  0.017
C (-1.62, -1.95, 0.95)  0.014
H (-1.50, -4.40, 10.26)  0.000
H (-3.28, -4.31, 10.12)  0.000
H (-2.31, -2.83, 10.12)  0.000
H (-4.34, -1.70, 5.86)  0.000
H (-3.58, -1.04, 3.59)  0.000
H (-1.44, -4.74, 3.27)  0.000
H (-2.19, -5.37, 5.53)  0.000